Record 1
DFT (ωB97M-V with the def2-TZVPD basis set) results for a molecular structure, C3H3InLiO3 at a distorted geometry.

Output
Orbital gap (alpha / beta), eV: 10.37 / 7.77
Multiplicity: 2
Charge: +2
Energy relative to the best compared isomer or geometry (same formula, charge and spin), kcal per mole: 0.0

Cartesian coordinates (Å):
C -2.686 -0.386 -0.233
C -2.100 -1.577 0.394
O -2.817 -1.682 -0.843
C -1.823 0.584 -1.110
O -1.333 0.114 -2.161
O -1.581 1.690 -0.607
Li -1.753 2.716 0.871
H -3.639 0.008 0.126
H -2.614 -2.060 1.225
H -1.026 -1.760 0.304
In -1.862 -1.750 -2.686

Force components x, y, z for each atom (eV/Å):
C -0.055 0.975 -0.619
C 0.792 0.032 0.946
O -1.343 -0.742 0.026
C -0.310 0.745 3.536
O 0.693 0.623 -1.227
O -0.428 -0.991 -0.714
Li 0.146 0.432 -0.017
H 0.264 -0.089 -0.054
H 0.148 0.154 -0.185
H -0.250 0.088 0.150
In 0.342 -1.227 -1.843

=====

Record 2
DFT (ωB97M-V with the def2-TZVPD basis set) results for a molecular structure, C3H3InO2 at a distorted geometry.

Output
Orbital gap (alpha / beta), eV: 9.56 / 7.03
Charge: +2
Energy relative to the best compared isomer or geometry (same formula, charge and spin), kcal per mole: 96.1

Cartesian coordinates (Å):
C 0.572 -1.676 1.543
C 1.055 -0.438 0.846
H 0.930 -2.552 0.968
H 1.978 -0.819 0.350
H 1.180 0.496 1.408
O -0.823 -1.341 0.122
C -0.070 -0.387 -0.166
In 0.228 1.884 -1.910
O -0.390 0.620 -0.868

Force components x, y, z for each atom (eV/Å):
C -0.793 0.219 -3.659
C 1.085 0.473 -0.359
H -0.554 -0.710 1.507
H 0.068 0.847 0.469
H 0.180 -0.339 -0.051
O 0.771 0.218 -0.074
C -0.420 -2.068 4.293
In 2.474 5.952 -4.979
O -2.812 -4.592 2.852

=====

Record 3
DFT (ωB97M-V with the def2-TZVPD basis set) results for a molecular structure, C3H3LaO2 at a distorted geometry.

Output
Orbital gap (alpha / beta), eV: 5.35 / 5.35
Multiplicity: 2
Charge: +1
Energy relative to the best compared isomer or geometry (same formula, charge and spin), kcal per mole: 0.0

Cartesian coordinates (Å):
C 2.006 2.094 -0.922
C 0.966 1.022 -0.797
H 1.148 0.072 -1.322
H 3.000 2.002 -1.355
H 0.552 0.879 0.213
O 0.498 3.888 -2.271
C 0.982 2.854 -1.727
O 0.019 1.809 -1.585
La -1.808 3.349 -2.982

Force components x, y, z for each atom (eV/Å):
C -2.203 2.740 -3.434
C 0.400 -0.777 -0.066
H -0.026 0.205 0.387
H 0.083 0.073 0.858
H 0.115 -0.075 -0.416
O -0.816 0.305 -0.875
C 1.730 -3.137 2.780
O -1.614 0.919 -0.334
La 2.331 -0.254 1.101

=====

Record 4
DFT (ωB97M-V with the def2-TZVPD basis set) results for a molecular structure, C3H3LiLuO4 at a distorted geometry.

Output
Orbital gap (alpha / beta), eV: 7.57 / 7.86
Multiplicity: 2
Charge: +2
Energy relative to the best compared isomer or geometry (same formula, charge and spin), kcal per mole: 0.0

Cartesian coordinates (Å):
C -2.343 0.960 0.412
C -1.509 0.748 -0.818
O -0.172 0.390 -0.557
C 0.148 -0.934 -0.292
O -0.093 -1.548 0.743
O 1.067 -1.285 -1.054
O -1.982 0.699 1.540
H -3.278 1.526 0.233
H -1.445 1.692 -1.374
H -2.024 -0.019 -1.422
Lu 2.353 0.806 -0.905
Li -1.168 -0.949 2.141

Force components x, y, z for each atom (eV/Å):
C 0.057 1.222 0.562
C -1.021 0.350 -0.260
O 0.395 0.641 0.407
C 2.159 -1.545 2.028
O -2.064 1.055 -0.276
O 2.728 1.534 -1.702
O -0.097 -0.538 -0.456
H 0.000 -0.413 0.042
H -0.407 -0.272 0.022
H 0.274 0.276 -0.148
Lu -1.951 -2.247 -0.448
Li -0.073 -0.064 0.229

=====

Record 5
DFT (ωB97M-V with the def2-TZVPD basis set) results for a molecular structure, C3H3LiO3Pt at a distorted geometry.

Output
Orbital gap (alpha / beta), eV: 5.00 / 6.17
Multiplicity: 3

Cartesian coordinates (Å):
O -0.231 -1.202 -1.120
C -0.287 -0.373 -2.018
C -0.051 1.013 -1.652
Li -0.849 -2.776 -0.901
Pt -0.152 0.182 0.068
H 0.656 -0.279 -2.483
H 0.379 1.700 -2.374
O -0.417 1.151 2.530
C 0.175 0.109 1.934
O 0.898 -0.631 2.572
H -0.121 1.105 3.444

Force components x, y, z for each atom (eV/Å):
O -2.203 -11.825 0.670
C 1.595 7.866 -6.157
C -1.744 -0.596 -2.080
Li -0.017 -0.060 0.251
Pt 0.609 5.090 6.515
H 2.008 -0.914 -2.855
H -0.513 -0.035 0.020
O -0.557 0.728 0.832
C 0.743 -0.174 1.797
O -0.018 -0.267 0.238
H 0.099 0.187 0.771

=====

Record 6
DFT (ωB97M-V with the def2-TZVPD basis set) results for a gas-phase ion, C3H3N2O (charge -1) at a distorted geometry.

Output
Orbital gap (alpha / beta), eV: 6.95 / 5.75
Multiplicity: 3
Charge: -1
Energy relative to the best compared isomer or geometry (same formula, charge and spin), kcal per mole: 0.0

Cartesian coordinates (Å):
C 0.573 -1.132 -1.892
C 0.474 -0.036 0.209
C -0.239 -0.797 -0.850
N 1.248 -1.174 -2.854
N 0.540 -1.098 1.323
O -0.289 -1.086 2.289
H 1.587 0.106 0.119
H -0.045 0.948 0.672
H -1.154 -1.210 -0.538

Force components x, y, z for each atom (eV/Å):
C 0.044 0.187 -2.001
C -0.574 0.628 0.831
C 1.331 2.332 0.744
N -0.024 -0.577 0.565
N -0.597 -0.025 3.478
O 0.917 0.025 -1.697
H -1.315 0.389 -0.825
H 1.102 -2.311 -0.895
H -0.884 -0.648 -0.199

=====

Record 7
DFT (ωB97M-V with the def2-TZVPD basis set) results for a molecular structure, C3H3N2O at a distorted geometry.

Output
Orbital gap, eV: 10.06
Charge: +1
Energy relative to the best compared isomer or geometry (same formula, charge and spin), kcal per mole: 55.2

Cartesian coordinates (Å):
C 0.064 0.881 0.042
C -0.428 -2.110 -0.252
C -0.607 0.263 -0.929
N -0.337 -0.901 -0.265
N 0.739 1.364 0.994
O -0.277 -3.238 -0.267
H -1.110 0.607 -1.875
H 1.710 1.217 0.827
H 0.246 1.917 1.725

Force components x, y, z for each atom (eV/Å):
C -1.789 1.131 -2.228
C 0.632 0.516 -0.944
C 1.392 2.364 1.657
N -1.213 -2.400 -0.250
N -1.531 0.371 -0.474
O -0.419 -1.224 0.403
H 0.557 -0.835 1.100
H 1.263 0.703 0.995
H 1.108 -0.625 -0.258

=====

Record 8
DFT (ωB97M-V with the def2-TZVPD basis set) results for a gas-phase ion, C3H3N2O2 (charge -1) at a distorted geometry.

Output
Orbital gap, eV: 8.50
Charge: -1
SMILES: CN=C=NC(=O)[O-]
Energy relative to the best compared isomer or geometry (same formula, charge and spin), kcal per mole: 18.5

Cartesian coordinates (Å):
C 1.491 0.806 0.544
N 1.062 -0.025 -0.481
C 0.171 -0.923 -0.360
N -0.839 -1.578 -0.417
C -2.014 -0.608 -0.571
O -2.474 -0.303 0.530
O -2.264 -0.292 -1.730
H 0.650 1.211 1.124
H 1.917 0.238 1.309
H 2.301 1.473 0.052

Force components x, y, z for each atom (eV/Å):
C 0.893 1.527 -0.005
N -2.150 -3.621 -1.850
C 1.389 2.751 -0.473
N 0.952 -0.884 0.103
C -0.993 0.621 0.061
O -0.210 0.037 -0.097
O -0.013 -0.224 0.108
H 0.121 1.141 -0.665
H 1.612 -1.001 1.345
H -1.601 -0.346 1.471

=====

Record 9
DFT (ωB97M-V with the def2-TZVPD basis set) results for a gas-phase ion, C3H3N2O2 (charge +1) at a distorted geometry.

Output
Orbital gap, eV: 10.21
Charge: +1
SMILES: [NH+]#CNC(=O)C=O
Energy relative to the best compared isomer or geometry (same formula, charge and spin), kcal per mole: 67.0

Cartesian coordinates (Å):
N 0.312 1.273 -0.043
C -0.495 0.467 0.155
N -1.471 -0.238 0.558
C -2.834 -0.784 0.015
O -2.984 -1.932 0.063
C -3.209 0.549 -0.586
O -3.793 1.472 0.018
H 1.132 1.417 -0.719
H -1.574 -0.151 1.620
H -2.902 0.676 -1.617

Force components x, y, z for each atom (eV/Å):
N 2.394 0.642 -2.743
C -1.039 -0.115 0.458
N 1.087 -0.222 3.656
C 1.182 0.052 -1.171
O -0.902 0.528 0.113
C -4.427 3.387 1.604
O 2.176 -3.483 -1.730
H -1.339 -0.144 1.814
H 0.417 -0.510 -1.467
H 0.452 -0.135 -0.534

=====

Record 10
DFT (ωB97M-V with the def2-TZVPD basis set) results for a gas-phase ion, C3H3N2O2 (charge +1) at a distorted geometry.

Output
Orbital gap (alpha / beta), eV: 10.39 / 6.59
Charge: +1
Energy relative to the best compared isomer or geometry (same formula, charge and spin), kcal per mole: 164.5

Cartesian coordinates (Å):
C 0.990 -0.964 0.424
C -1.719 -0.020 -0.335
C 0.671 0.367 -0.400
N 0.389 -1.915 0.727
N -0.697 0.727 -0.089
O -2.752 -0.474 -0.392
O -1.027 1.518 0.924
H 1.998 -0.685 0.515
H 1.322 1.099 0.165
H 0.825 0.346 -1.539

Force components x, y, z for each atom (eV/Å):
C 2.666 4.570 -2.901
C -2.873 -0.607 0.256
C 0.168 0.293 -0.104
N -3.148 -3.732 1.245
N 0.269 1.561 1.211
O 1.220 0.035 -0.381
O 0.398 -0.609 -1.083
H 2.279 -1.042 1.135
H -0.996 -0.281 -1.221
H 0.015 -0.188 1.842

=====

Quick rundown of E_tot, same order as above: -14662.7222; -12401.5216; -8103.1559; -45157.2604; -12745.7380; -8183.4425; -8176.5161; -10235.2267; -10223.7149; -10219.4874 eV